No. 1
An isolated ion of composition C5H12N3 and charge +1. Source: the OMol25 dataset; level of theory: ωB97M-V/def2-TZVPD.

Results
SMILES string ... C=NC([NH3+])(CC)N=C
Kohn-Sham gap ... 10.086 eV
HOMO energy ... -13.5 eV
Total charge ... +1
Lowest unoccupied orbital energy ... -3.43 eV

Geometry (Å):
C -1.88256 -0.61044 -1.45029
C 0.32820 2.31732 -0.24015
C 1.87433 -0.52554 -0.77972
C 1.06269 -0.77975 0.49466
C -0.27037 -0.13232 0.34221
N -0.85655 -0.23192 -0.87569
N -0.00881 1.58483 0.71618
N -1.17102 -0.40527 1.74326
H -2.79049 -1.04072 -0.93504
H -2.00295 -0.37296 -2.53701
H 0.74671 3.34150 -0.12386
H 0.52265 1.82801 -1.27163
H 2.11276 0.50187 -0.67533
H 2.72450 -1.12645 -0.91517
H 1.25222 -0.84062 -1.53047
H 0.73209 -1.86728 0.52155
H 1.60325 -0.41518 1.38432
H -2.10007 0.07198 1.82711
H -0.82776 0.08734 2.50827
H -1.04883 -1.38441 1.79682

Cartesian forces (eV/Å) of the 2 atoms listed first:
C -2.5860 -0.0673 -0.5733
C 1.7398 -1.1825 -2.3547

***

No. 2
An isolated ion of composition C5H12N3 and charge +1. Source: the OMol25 dataset; level of theory: ωB97M-V/def2-TZVPD.

Results
SMILES string ... NCC[N+]1=CNCC1
Kohn-Sham gap ... 10.644 eV
HOMO energy ... -13.7 eV
Total charge ... +1
Lowest unoccupied orbital energy ... -3.02 eV

Geometry (Å):
C 2.61540 0.23113 -0.33998
C 1.62984 -0.98472 -0.03979
C -0.92591 -0.95673 0.31303
C -1.90612 -0.16853 -0.57077
C 0.58089 0.93716 0.40817
N 1.80941 1.30588 0.02161
N 0.39919 -0.34900 0.27288
N -2.16680 1.18253 0.02310
H 3.56283 0.03253 0.32042
H 2.74411 0.22009 -1.42097
H 1.52783 -1.76757 -0.91163
H 2.02344 -1.56899 0.83051
H -1.23128 -1.05026 1.28227
H -0.78592 -1.94082 -0.07160
H -1.32660 -0.02413 -1.49458
H -2.80778 -0.76015 -0.85226
H -0.48614 1.57454 0.55018
H 2.19430 2.21650 0.27906
H -2.92769 1.60902 -0.46131
H -2.55616 1.23099 0.97238

Cartesian forces (eV/Å) of the 2 atoms listed first:
C 1.2511 -3.9760 0.3493
C 2.0479 -2.7309 -1.0238

***

No. 3
A 2-piece molecular cluster, C5H12N3 overall. Source: the OMol25 dataset; level of theory: ωB97M-V/def2-TZVPD.

Results
Kohn-Sham gap ... 8.650 eV
HOMO energy ... -13.1 eV
Total charge ... +1
Lowest unoccupied orbital energy ... -4.47 eV

Geometry (Å):
C 0.11801 1.53785 0.31065
C -0.18013 -1.85790 0.62191
C -0.80133 -0.74716 -0.06961
C -0.12369 -1.71458 -0.91109
C -1.03005 -2.57893 -1.71012
N 0.06056 2.41971 -0.61642
N 0.87727 1.65838 1.34173
N 1.48876 2.94315 1.56128
H 0.65694 -1.81160 1.11655
H -0.75963 -2.57273 1.12016
H -1.75256 -0.41725 -0.05323
H 0.78562 -1.37241 -1.36252
H -0.55628 -3.47501 -1.74457
H -1.21115 -2.35737 -2.83361
H -1.84123 -2.74422 -1.13769
H -0.84235 2.59223 -1.03789
H 1.13824 0.76756 1.79415
H 0.90944 3.58960 2.08615
H 2.29421 2.95950 2.17014
H 0.76937 3.18120 -0.64598

Cartesian forces (eV/Å) of the 2 atoms listed first:
C -1.1875 -4.2731 -0.2514
C -2.8694 0.3889 -2.7786

***

No. 4
A 2-piece molecular cluster, C5H12N3 overall. Source: the OMol25 dataset; level of theory: ωB97M-V/def2-TZVPD.

Results
Kohn-Sham gap ... 7.835 eV
HOMO energy ... -11.9 eV
Total charge ... +1
Lowest unoccupied orbital energy ... -4.06 eV

Geometry (Å):
C -1.14508 0.58234 1.32469
C -0.63802 1.44660 -1.04601
C -1.31478 -2.18627 -0.04150
C 4.28232 -0.07028 0.09794
C -0.90598 0.32466 -0.11442
N 3.05170 0.09870 -0.02622
N -0.99805 -0.93980 -0.58335
N 1.94867 0.25141 -0.02701
H -2.12395 0.26070 1.73095
H -0.22849 0.16779 1.77345
H -1.02642 1.62735 1.49611
H -1.51341 2.05479 -1.23237
H -0.13801 1.06662 -1.98397
H 0.14282 2.21183 -0.54518
H -1.35113 -2.23801 1.15121
H -2.31465 -2.50900 -0.37675
H -0.58918 -2.83669 -0.26259
H -0.79362 -1.07783 -1.60312
H 5.01828 -0.16932 -0.73198
H 4.72729 -0.17070 1.11805

Cartesian forces (eV/Å) of the 2 atoms listed first:
C 0.4899 -0.1944 -0.1922
C 3.1844 0.8238 0.1657

***

No. 5
An isolated ion of composition C5H12N3O and charge +1. Source: the OMol25 dataset; level of theory: ωB97M-V/def2-TZVPD.

Results
SMILES string ... CC(C)N1C=[NH+]O[C@H]1N
Kohn-Sham gap ... 10.670 eV
HOMO energy ... -13.9 eV
Total charge ... +1
Lowest unoccupied orbital energy ... -3.19 eV

Geometry (Å):
C -0.50091 1.83878 -0.35273
C -2.05564 0.22922 0.65647
C 0.90044 -1.29638 0.98210
C 1.90953 0.34710 -0.59795
C 0.60088 -0.39367 -0.24602
N -0.41287 0.58101 -0.06614
N -1.70913 2.37800 -0.14940
N -2.74321 -0.84685 0.35069
O -2.64986 1.42918 0.21427
H 0.24393 2.46949 -0.91820
H -1.65175 0.17674 1.64998
H 1.89315 -1.59546 0.99413
H 0.60899 -0.69069 1.80529
H 0.37054 -2.25923 1.03117
H 2.46994 0.77819 0.30363
H 1.79264 1.04712 -1.40273
H 2.63883 -0.42527 -0.97710
H 0.39355 -1.09006 -1.04423
H -2.19839 3.01730 -0.92766
H -2.67697 -1.71664 0.92381
H -3.25783 -0.90337 -0.45785

Cartesian forces (eV/Å) of the 2 atoms listed first:
C 1.1013 -0.9490 -1.8926
C 1.8974 1.4232 -0.0428

***

No. 6
A 2-piece molecular cluster, C5H12N3O overall. Source: the OMol25 dataset; level of theory: ωB97M-V/def2-TZVPD.

Results
Kohn-Sham gap (spin up / spin down) ... 8.175 / 8.173 eV
HOMO energy (spin up / spin down) ... -13.4 / -13.4 eV
Total charge ... +1
Lowest unoccupied orbital energy (spin up / spin down) ... -5.20 / -5.20 eV

Geometry (Å):
C -0.33763 -1.88420 0.13427
C -1.20181 -0.59048 0.43939
C 1.07725 -0.17632 0.19491
C -0.52512 1.75712 0.65287
C -0.30263 0.73977 -1.49116
N 2.16342 0.67861 0.15980
N 1.00086 -1.45442 -0.17079
N -0.31218 0.53819 0.04658
O 3.19378 0.15883 -0.24171
H -0.29815 -2.62967 0.92245
H -0.88015 -2.50125 -0.66248
H -2.10742 -0.63894 -0.07028
H -1.26024 -0.47933 1.48556
H 1.04055 -0.12006 1.99091
H 0.34572 2.27322 0.76620
H -1.23424 2.35792 0.07751
H -0.92265 1.59816 1.61219
H 0.36586 1.47221 -1.69779
H -0.29989 -0.10272 -2.16408
H -1.26941 1.18335 -1.55043
H 1.76406 -2.17998 -0.43393

Cartesian forces (eV/Å) of the 2 atoms listed first:
C -2.0746 -1.6836 -1.1101
C 2.9116 -1.4330 0.2172

***

No. 7
A 2-piece molecular cluster, C5H12N3O overall. Source: the OMol25 dataset; level of theory: ωB97M-V/def2-TZVPD.

Results
Kohn-Sham gap ... 9.623 eV
HOMO energy ... -13.1 eV
Total charge ... +1
Lowest unoccupied orbital energy ... -3.48 eV

Geometry (Å):
C -1.26151 -1.48305 -0.25692
C -3.34756 -0.43629 0.51778
C 1.27007 0.20084 0.14593
C 3.55189 -0.48038 0.23397
C -1.13212 1.94946 -0.51725
N -2.45745 -1.17275 -0.01738
N -0.00797 0.00286 0.19984
N 2.16351 -0.75849 0.11821
O -0.88237 1.02694 0.54431
H -0.77674 -1.33401 -1.21344
H -3.45229 0.48789 1.04665
H -4.40368 -0.79991 0.31685
H 1.58110 1.19552 0.40511
H 4.22881 -1.23342 0.03547
H 3.78890 0.33016 -0.47807
H 3.68075 -0.08003 1.26674
H -0.25266 1.84455 -1.13510
H -1.13389 2.98212 -0.10513
H -2.03238 1.57316 -1.05767
H 1.76942 -1.54576 -0.48684
H -0.89385 -2.26942 0.43693

Cartesian forces (eV/Å) of the 2 atoms listed first:
C 3.3706 -0.7602 0.7024
C -2.2326 -2.7152 -2.0789

***

No. 8
A 2-piece molecular cluster, C5H12N3S overall. Source: the OMol25 dataset; level of theory: ωB97M-V/def2-TZVPD.

Results
Kohn-Sham gap ... 8.047 eV
HOMO energy ... -13.2 eV
Total charge ... +1
Lowest unoccupied orbital energy ... -5.14 eV

Geometry (Å):
C -0.42230 0.26560 2.38036
C 1.25977 -0.68835 -1.34781
C 2.57265 -1.27428 -1.73060
C -0.01910 -1.26306 -1.92982
C -2.33732 1.54908 2.48623
N 1.03482 0.22321 -0.51211
N -1.31053 0.89146 1.68197
N -1.23673 0.99717 0.29147
S 0.41742 -0.78384 3.10946
H 3.42397 -0.94215 -1.08265
H 2.87032 -0.84313 -2.80468
H 2.61045 -2.25167 -1.96071
H -0.84533 -0.93574 -1.38866
H 0.03340 -2.34410 -2.35138
H -0.24377 -0.75080 -2.78615
H -2.24621 2.53195 2.26581
H -3.44054 1.23631 2.39783
H -2.25326 1.39068 3.57713
H 1.90959 0.62127 -0.19255
H -0.53279 0.40327 -0.15101
H -1.24451 1.96712 0.04785

Cartesian forces (eV/Å) of the 2 atoms listed first:
C -0.7119 -0.6503 -1.0256
C -1.1522 -2.2151 -0.6859

***

No. 9
One molecule with the formula C5H12N4. Source: the OMol25 dataset; level of theory: ωB97M-V/def2-TZVPD.

Results
SMILES string ... [H]/N=C(CC)\C(=N\[H])N(C)N
Kohn-Sham gap ... 8.382 eV
HOMO energy ... -7.9 eV
Lowest unoccupied orbital energy ... 0.49 eV

Geometry (Å):
C -0.94055 1.39326 -0.15519
C 0.41080 -1.28167 -1.80089
C -2.05102 1.00585 0.79217
N 0.58885 -1.03934 -0.37522
C 1.31211 0.06465 0.08129
C 0.51710 1.23489 0.59860
N -0.15714 -1.81242 0.54478
N 2.60327 0.13743 0.05900
N 0.87488 1.92680 1.62365
H 0.00005 -2.80801 0.36766
H 0.17935 -1.65913 1.49960
H 2.96440 -0.73587 -0.33957
H 1.73193 1.50681 2.01685
H -1.06837 0.93345 -1.13551
H -0.97458 2.46686 -0.35899
H 0.58953 -2.33843 -2.02687
H -0.61644 -1.03938 -2.08902
H 1.08965 -0.67144 -2.40208
H -1.92198 1.45725 1.77897
H -3.01731 1.33604 0.39681
H -2.11454 -0.07760 0.92395

Cartesian forces (eV/Å) of the 2 atoms listed first:
C 2.1186 1.4005 1.3358
C -0.4613 -0.2564 0.7968

***

No. 10
One molecule with the formula C5H12N4. Source: the OMol25 dataset; level of theory: ωB97M-V/def2-TZVPD.

Results
SMILES string ... C=C(/C(N)=N/N)N(C)C
Kohn-Sham gap ... 7.496 eV
HOMO energy ... -6.9 eV
Lowest unoccupied orbital energy ... 0.61 eV

Geometry (Å):
C -1.47204 0.97563 1.08056
C -1.35769 0.91080 -1.41443
N -0.67468 0.83593 -0.12892
C 1.02414 -0.73176 -0.03169
C 0.79940 0.72325 -0.04931
N -0.19688 -2.60124 0.47383
N 2.21090 -1.42960 0.02751
C 1.70235 1.68387 -0.29800
N -0.18924 -1.35820 -0.09488
H -0.73333 -3.22762 -0.12708
H -0.66741 -2.60218 1.38134
H 3.00570 -0.88170 0.32668
H 2.05137 -2.27899 0.56505
H -1.45052 0.06373 1.68115
H -1.07352 1.79281 1.68923
H -2.36045 1.34422 -1.35408
H -0.77092 1.49555 -2.13098
H -2.52505 1.20901 0.89434
H -1.48752 -0.09217 -1.82707
H 2.74822 1.44102 -0.43615
H 1.41718 2.72767 -0.22711

Cartesian forces (eV/Å) of the 2 atoms listed first:
C 0.8437 0.0499 -0.0922
C 0.8297 -0.1058 0.0511

***

No. 11
A 2-piece molecular cluster, C5H12N4 overall. Source: the OMol25 dataset; level of theory: ωB97M-V/def2-TZVPD.

Results
SMILES string ... [H]/N=N\CCC.C1CN=N1
Kohn-Sham gap ... 9.175 eV
HOMO energy ... -8.0 eV
Lowest unoccupied orbital energy ... 1.13 eV

Geometry (Å):
C 3.16285 0.91665 0.71093
C 4.11064 0.01535 -0.13219
C -2.41216 0.30117 -1.22416
C -1.70793 -0.91352 -0.88260
C -1.34115 -0.96309 0.56060
N 0.01033 -2.93222 0.38113
N 2.19129 0.61117 -0.39422
N 3.01943 -0.10342 -1.04158
N -0.09761 -1.76641 0.47553
H 2.93208 0.57723 1.68386
H 3.29624 1.95690 0.78394
H 5.04567 0.50743 -0.42832
H 4.42011 -0.88470 0.34729
H -1.72653 1.13322 -1.23620
H -2.69882 0.21774 -2.24670
H -3.14646 0.62653 -0.51514
H -0.86949 -1.12983 -1.46810
H -2.30341 -1.76910 -1.05040
H -1.10701 0.03019 0.94586
H -2.15049 -1.49130 1.13037
H -0.80539 -3.61112 0.51145

Cartesian forces (eV/Å) of the 2 atoms listed first:
C -0.0643 -1.0910 -1.3432
C 1.0612 1.7871 1.7972

***

No. 12
An isolated ion of composition C5H12N4 and charge +2. Source: the OMol25 dataset; level of theory: ωB97M-V/def2-TZVPD.

Results
Kohn-Sham gap (spin up / spin down) ... 6.833 / 6.833 eV
HOMO energy (spin up / spin down) ... -18.2 / -18.2 eV
Total charge ... +2
Lowest unoccupied orbital energy (spin up / spin down) ... -11.40 / -11.40 eV

Geometry (Å):
C -1.50320 -0.55037 0.29558
C -1.86645 -1.84304 0.33501
C -2.44207 1.67994 0.06185
C 2.24008 -1.25334 -0.29478
C 2.01566 1.60911 -0.26091
N -0.19462 1.35227 -0.11293
N -1.36242 0.69594 0.11724
N 1.04624 -0.57498 -0.07363
N 0.93102 0.70681 -0.10287
H -0.92707 -2.50311 0.39509
H -2.46816 -2.32675 1.19473
H -2.52981 -1.99682 -0.65724
H -3.28153 1.30452 -0.44817
H -2.69497 2.10402 1.06855
H -1.92561 2.53591 -0.39493
H 2.93558 -0.75992 0.37664
H 2.22580 -2.30359 0.03716
H 2.69253 -0.97156 -1.29008
H 2.68933 1.69547 0.62266
H 2.58734 1.12292 -1.11237
H 1.52278 2.64960 -0.38721

Cartesian forces (eV/Å) of the 2 atoms listed first:
C 2.0739 3.3909 0.1430
C -2.3946 -4.0264 -1.0556

***

Values for ΔE to the lowest compared entry with this formula, charge and spin, eV, ordered as above
4.487, 1.649, 6.436, 3.663, 4.094, 8.241, 6.439, 4.280, 2.920, 3.811, 5.396, 8.030